No. 1
Computed, not measured: a 2-piece molecular cluster, C4H10O3Si overall, with wB97M-V/def2-TZVPD.

Properties
* 2S+1: 1
* Kohn-Sham gap (spin up / spin down): 7.751 / 7.604 eV
* DFT total energy: -18328.8657 eV
* LUMO (spin up / spin down): -0.145 / 0.380 eV
* energy above the lowest of the compared OMol25 structures with the same formula, charge and spin: 302.1 kJ/mol

Geometry (Å):
C1 -0.87200 -0.61147 1.79874
C2 -1.38242 -0.39875 0.62141
C3 0.59350 -0.54261 2.08499
C4 -2.68667 -0.38883 -0.04194
O1 2.12978 1.68590 -0.71909
O2 0.63466 1.37876 -2.93682
O3 2.15011 -0.58800 -1.84983
Si1 1.18077 0.69211 -1.60762
H1 -1.32110 -1.14880 2.60675
H2 1.13889 -0.91585 1.30674
H3 0.82379 0.55398 2.11822
H4 0.90941 -1.14142 2.90359
H5 -2.82214 0.65799 -0.59989
H6 -2.49781 -1.19591 -0.80546
H7 -3.38654 -0.73673 0.78487
H8 2.48777 1.34393 0.17512
H9 0.44214 2.25834 -3.14036
H10 2.47786 -0.90266 -2.69944

No. 2
Computed, not measured: C27H32BrCsN3O2S as an isolated structure, with wB97M-V/def2-TZVPD.

Properties
* 2S+1: 1
* Kohn-Sham gap: 6.538 eV
* DFT total energy: -118507.6026 eV
* LUMO: 2.044 eV
* total charge: -1
* energy above the lowest of the compared OMol25 structures with the same formula, charge and spin: 26.7 kJ/mol

Geometry (Å):
Cs1 0.16456 0.24512 0.15334
Br1 -4.35056 -9.48693 3.79241
C1 -2.84732 -8.47747 4.37052
C2 -2.82973 -7.95414 5.65053
C3 -1.72525 -7.22666 6.07035
C4 -0.65830 -7.00106 5.20874
C5 -0.68703 -7.55288 3.92751
C6 -1.77920 -8.28983 3.50605
N1 0.51757 -6.37146 5.70440
N2 1.00306 -5.33675 5.18978
C7 0.41780 -4.53637 4.22139
C8 -0.94385 -4.42889 3.89997
C9 -1.42250 -3.52492 2.98394
C10 -0.57648 -2.62427 2.27306
O1 -1.00160 -1.80803 1.42790
C11 0.85564 -2.69331 2.62477
N3 1.67905 -1.82151 1.99545
C12 2.95627 -1.82871 2.29375
C13 3.51827 -2.70078 3.23840
C14 2.70336 -3.59303 3.87709
C15 1.32100 -3.61537 3.58622
H1 -3.66610 -8.11595 6.31680
H2 -1.68588 -6.81955 7.07268
H3 0.14748 -7.38366 3.25914
H4 -1.80455 -8.71179 2.51071
H5 -1.66395 -5.04996 4.41239
H6 -2.48364 -3.46071 2.77947
H7 3.58512 -1.11368 1.76997
H8 4.57940 -2.66010 3.44858
H9 3.08813 -4.28716 4.61055
C16 -1.14652 -2.11895 -6.08740
C17 -0.53853 -0.71912 -6.08743
C18 0.59955 -0.54321 -5.08685
S1 0.14483 -0.44453 -3.33280
O2 -0.68742 -1.64235 -3.00140
C19 -0.96025 1.01046 -3.41588
C20 -2.43789 0.64132 -3.32267
C21 -2.90675 0.39080 -1.89243
H10 -1.92494 -2.20032 -6.84794
H11 -1.57214 -2.35744 -5.11480
H12 -0.38445 -2.87012 -6.30704
H13 -1.31528 0.02474 -5.89676
H14 -0.14333 -0.49157 -7.08215
H15 1.16252 0.37739 -5.26346
H16 1.30331 -1.37712 -5.14512
H17 -0.72526 1.53455 -4.34347
H18 -0.64978 1.67442 -2.59601
H19 -2.65319 -0.23686 -3.93588
H20 -3.00359 1.47637 -3.74517
H21 -2.43255 -0.49598 -1.46992
H22 -3.98525 0.22533 -1.86680
H23 -2.68480 1.25609 -1.26255
C22 0.66070 6.61995 -1.18575
C23 0.19923 5.66826 -0.07237
C24 1.15708 5.79997 1.12065
C25 -1.21141 6.07665 0.37595
C26 0.19200 4.27880 -0.56913
C27 0.18770 3.13191 -1.01623
H24 0.67146 7.65601 -0.83078
H25 -0.00887 6.55017 -2.04411
H26 1.66410 6.35273 -1.51984
H27 1.17228 6.82919 1.49444
H28 2.16908 5.51892 0.82599
H29 0.84631 5.13878 1.93090
H30 -1.21809 7.10827 0.74352
H31 -1.56108 5.41882 1.17285
H32 -1.91099 5.99643 -0.45717

No. 3
Computed, not measured: C4H4N2O2 as an isolated structure, with wB97M-V/def2-TZVPD.

Properties
* 2S+1: 1
* Kohn-Sham gap (spin up / spin down): 7.504 / 7.511 eV
* DFT total energy: -11277.5836 eV
* LUMO (spin up / spin down): -1.228 / -1.224 eV
* energy above the lowest of the compared OMol25 structures with the same formula, charge and spin: 1057.1 kJ/mol

Geometry (Å):
C1 2.32703 1.37137 -0.50390
C2 -0.72471 1.79883 -0.33379
C3 -0.33730 0.63546 -0.14507
C4 2.72796 0.12875 -0.33469
N1 1.94799 2.45844 -0.76131
N2 3.17566 -0.82884 0.37215
O1 4.34796 -1.07984 0.74435
O2 2.26006 -1.87205 0.77453
H1 0.43040 2.47676 -0.60250
H2 -1.38092 2.57952 -0.11342
H3 2.75210 -2.48957 1.30578
H4 -0.05172 -0.26935 0.37956

> The highest DFT total energy belongs to which entry?

C4H4N2O2

> Which formula does entry 3 have?

C4H4N2O2

> The highest DFT total energy belongs to which entry?

C4H4N2O2